Computed, not measured: a single C6H9FO2 molecule, with ωB97M-V/def2-TZVPD.

```
! RIJCOSX wB97M-V def2-TZVPD def2/J DEFGRID3
* xyz 0 1
F -3.850 1.347 0.074
O 1.410 2.084 -1.085
O 1.572 1.787 1.133
C 1.699 -0.201 -0.166
C -2.080 -0.112 0.164
C -2.642 0.895 -0.335
C 1.555 1.317 -0.133
C 0.451 -0.713 0.440
C -0.764 -0.572 -0.498
H -2.349 -0.792 1.000
H -2.237 1.208 -1.275
H 2.680 -0.364 0.501
H 1.806 -0.432 -1.287
H 1.688 2.797 0.943
H -0.534 0.129 -1.245
H 0.175 0.013 1.346
H 0.521 -1.806 0.901
H -0.987 -1.503 -0.991
*
```

Properties
Energy above the lowest of the compared OMol25 structures with the same formula, charge and spin   128.6 kJ/mol
HOMO level   -9.984 eV
Structure (SMILES)   O=C(O)CCC/C=C/F
Frontier orbital gap   0.3928 Eh
Electronic energy   -484.31186 a.u.

---

Computed, not measured: 3 unconnected molecules or ions with the total composition C5H15NO2, with ωB97M-V/def2-TZVPD.

```
! RIJCOSX wB97M-V def2-TZVPD def2/J DEFGRID3
* xyz 0 1
O 0.097 -0.041 -2.976
O -2.680 -0.944 -1.222
N 0.960 1.597 -0.451
C 0.048 -2.230 2.529
C 1.862 2.351 0.452
C -0.410 -1.355 1.396
C 0.410 -0.408 0.913
C -0.079 0.880 0.283
H -1.793 -0.628 -0.985
H 1.898 3.377 0.105
H 1.600 2.213 1.509
H 2.851 1.918 0.388
H -2.679 -0.278 -1.951
H 1.034 -2.681 2.473
H -1.436 -1.478 1.064
H 1.422 -0.431 1.276
H -0.900 0.703 -0.410
H -0.730 -2.954 2.753
H -0.445 1.489 1.137
H 0.495 2.246 -1.073
H 0.427 -0.838 -2.539
H 0.825 0.364 -3.443
H 0.037 -1.581 3.418
*
```

Properties
Energy above the lowest of the compared OMol25 structures with the same formula, charge and spin   221.3 kJ/mol
HOMO level   -8.844 eV
Structure (SMILES)   C/C=C/CNC.O.O
Frontier orbital gap   0.3535 Eh
Electronic energy   -404.67077 a.u.

---

Computed, not measured: a single C4H7NO molecule, with ωB97M-V/def2-TZVPD.

```
! RIJCOSX wB97M-V def2-TZVPD def2/J DEFGRID3
* xyz 0 1
O 1.402 1.962 0.534
N -1.338 -1.231 -0.124
C -1.570 0.183 -0.409
C -0.413 -0.237 0.412
C 1.812 0.933 0.053
C 0.997 -0.324 -0.113
H -1.978 -1.569 0.588
H -0.482 0.006 1.472
H -1.444 0.477 -1.449
H 1.538 -1.135 0.398
H 2.865 0.852 -0.297
H -2.384 0.689 0.107
H 0.996 -0.606 -1.175
*
```

Properties
Energy above the lowest of the compared OMol25 structures with the same formula, charge and spin   198.2 kJ/mol
HOMO level   -9.715 eV
Structure (SMILES)   O=CC[C@H]1CN1
Frontier orbital gap   0.3965 Eh
Electronic energy   -286.55615 a.u.

---

Computed, not measured: a molecular structure, C58H55O2P4PtSi, with ωB97M-V/def2-TZVPD.

```
! RIJCOSX wB97M-V def2-TZVPD def2/J DEFGRID3
* xyz 1 3
Pt 0.654 0.182 0.156
P -0.036 -1.783 -2.548
P -1.497 0.991 1.186
P 2.395 -0.138 -2.967
P -2.264 2.007 4.095
Si 2.262 1.148 1.578
O 2.418 -0.285 -1.484
O -0.487 -0.578 -1.784
C -0.958 2.517 0.348
C -2.820 1.615 2.358
C -6.448 2.859 5.883
C -3.695 -2.534 -4.076
C 0.908 -4.360 -1.856
C 1.176 -3.666 0.826
C 0.598 -3.068 -1.440
C 2.386 3.776 -3.928
C -4.767 3.249 4.210
C -3.426 0.878 -0.903
C -0.249 4.820 0.401
C 2.704 2.531 -3.413
C 0.594 1.662 -4.197
C 4.332 -2.330 3.932
C 4.016 -0.388 -3.713
C -0.815 3.724 1.032
C -0.306 -1.223 5.640
C -0.513 2.422 -0.982
C -3.466 -3.510 -5.033
C -4.412 0.210 -1.615
C 6.150 -1.491 -3.586
C 5.109 -1.409 3.245
C 1.173 3.965 -4.581
C 1.352 -5.297 -0.935
C -2.631 0.183 0.003
C -6.021 3.515 4.737
C -1.906 0.291 4.641
C 1.817 1.462 -3.565
C -0.678 0.060 5.257
C 1.633 2.207 3.014
C -1.114 -3.451 -4.544
C -4.350 1.684 5.982
C 5.600 -0.143 -5.504
C 1.333 -1.424 -3.714
C 0.273 2.916 -4.697
C -3.930 2.306 4.808
C -5.602 1.958 6.512
C 6.491 -0.960 -4.822
C -4.627 -1.146 -1.405
C 0.178 4.726 -0.920
C -2.390 -2.068 4.792
C 4.503 -0.411 2.494
C 1.482 -4.953 0.405
C 0.037 3.535 -1.610
C -1.157 -2.289 5.397
C -2.834 -1.183 0.191
C 3.112 -0.308 2.428
C -3.835 -1.845 -0.505
C -2.174 -3.967 -5.269
C -2.766 -0.787 4.424
C 3.460 2.201 0.576
C -2.638 -2.020 -3.341
C -1.345 -2.484 -3.566
C 4.359 0.141 -4.956
C 0.734 -2.744 -0.104
C 4.914 -1.205 -3.029
C 2.345 -1.241 3.128
C 2.947 -2.244 3.873
H -4.700 -2.171 -3.902
H -0.871 -3.291 5.690
H -6.664 4.240 4.256
H 6.847 -2.127 -3.056
H -4.290 -3.909 -5.609
H -0.682 3.077 -5.181
H 0.954 -1.111 -4.687
H 5.875 0.274 -6.464
H 0.659 1.877 3.380
H 4.803 -3.110 4.516
H 1.554 3.260 2.745
H 6.189 -1.465 3.301
H -7.432 3.055 6.287
H -3.240 2.505 1.888
H -0.133 5.748 0.946
H 1.948 -2.316 -3.848
H -3.282 1.943 -1.045
H -3.062 -2.898 4.615
H 3.664 0.777 -5.490
H 3.646 2.375 -2.899
H 0.800 -4.646 -2.892
H -1.995 -4.722 -6.023
H -5.024 0.752 -2.324
H -0.109 -3.790 -4.763
H 1.816 -5.689 1.124
H -4.002 -2.902 -0.341
H -5.918 1.466 7.424
H 3.082 4.598 -3.825
H 0.612 5.587 -1.412
H -0.013 0.895 5.442
H -1.134 3.806 2.063
H -5.420 -1.655 -1.937
H -0.113 0.847 -4.296
H 4.160 2.705 1.248
H 0.339 3.469 -2.648
H 2.339 -2.958 4.418
H 5.121 0.304 1.962
H -3.696 0.980 6.482
H 4.635 -1.598 -2.057
H 4.025 1.591 -0.132
H -4.439 3.792 3.331
H -3.744 -0.629 3.985
H -3.589 0.845 2.395
H 0.472 -1.715 0.198
H 1.282 -3.389 1.865
H 7.455 -1.187 -5.258
H 1.261 -1.164 3.101
H -2.798 -1.256 -2.588
H 2.343 2.114 3.839
H 2.917 2.964 0.014
H 0.931 4.934 -4.997
H -2.217 -1.726 0.900
H 1.593 -6.300 -1.263
H -0.689 1.519 -1.562
H 0.647 -1.384 6.127
*
```

Properties
Energy above the lowest of the compared OMol25 structures with the same formula, charge and spin   210.0 kJ/mol
HOMO level (alpha / beta)   -8.818 / -10.247 eV
Frontier orbital gap (alpha / beta)   0.2535 / 0.2329 Eh
Electronic energy   -4167.75525 a.u.

---

Computed, not measured: 2 unconnected molecules or ions with the total composition C2H4INO, with ωB97M-V/def2-TZVPD.

```
! RIJCOSX wB97M-V def2-TZVPD def2/J DEFGRID3
* xyz 0 1
I -1.520 0.980 -0.425
O 1.208 -3.143 -0.310
N -0.045 -1.949 -2.013
C 0.467 -2.461 -0.985
C -0.811 -0.195 1.161
H 0.045 -0.853 0.792
H -1.529 -0.918 1.404
H -0.521 -1.053 -1.998
H -0.681 0.439 1.956
*
```

Properties
Energy above the lowest of the compared OMol25 structures with the same formula, charge and spin   0.0 kJ/mol
HOMO level   -9.938 eV
Structure (SMILES)   N=C=O.CI
Frontier orbital gap   0.3734 Eh
Electronic energy   -506.27415 a.u.

---

Computed, not measured: a molecular structure, C20H36F12KO12PS4, with ωB97M-V/def2-TZVPD.

```
! RIJCOSX wB97M-V def2-TZVPD def2/J DEFGRID3
* xyz -2 1
K -1.193 -2.321 -3.182
S -4.294 -4.162 -1.235
S 0.110 1.326 -2.100
S -0.998 -5.620 -5.898
S 1.213 -0.591 -5.974
P 0.648 1.873 2.235
F -3.873 -6.265 0.361
F -2.606 -6.193 -1.366
F -2.420 1.735 -1.405
F -2.208 -4.925 0.273
F 2.390 -1.182 -8.314
F -2.133 1.332 -3.497
F -0.098 -8.091 -5.514
F 0.495 -2.157 -7.994
F -1.605 3.268 -2.706
F 0.752 -6.678 -4.141
F 2.233 -2.825 -6.891
F -1.303 -7.329 -3.886
O 0.331 -1.407 -5.155
O -1.199 -4.506 -4.982
O 0.973 2.111 -2.937
O -2.240 -6.135 -6.458
O 2.526 -0.329 -5.417
O 0.063 -5.510 -6.872
O -4.899 -4.854 -2.349
O 0.241 1.640 -0.662
O -5.191 -3.774 -0.167
O 0.018 -0.092 -2.365
O 0.590 0.560 -6.594
O -3.323 -3.146 -1.638
C 1.878 0.684 6.048
C 2.473 4.890 -0.174
C 3.049 -0.162 6.522
C 3.394 4.553 1.001
C 0.113 0.188 1.879
C -1.616 1.959 -2.441
C 2.202 2.368 1.488
C 1.611 -1.758 -7.369
C 2.772 3.674 2.087
C -0.434 -2.265 0.343
C 1.207 -0.727 1.352
C -3.184 -5.478 -0.449
C 0.773 -2.177 1.266
C -2.045 2.662 2.128
C 2.008 1.008 4.552
C -3.033 3.718 1.559
C -4.479 3.322 1.919
C -0.371 -6.994 -4.778
C -0.617 3.056 1.754
C 0.860 1.867 4.048
H 3.012 1.403 4.367
H 2.054 -0.614 2.049
H -0.362 3.940 2.356
H 3.145 -1.090 5.953
H 2.056 2.513 0.419
H -0.510 -0.159 2.710
H 0.946 0.114 6.088
H -1.406 -2.448 0.809
H -2.773 4.649 2.063
H -2.947 3.768 0.476
H -4.685 3.639 2.945
H 2.023 4.274 2.618
H -0.651 0.381 1.116
H -2.261 2.736 3.199
H 4.307 4.082 0.633
H 2.919 -0.433 7.570
H 3.647 5.515 1.457
H 2.397 4.097 -0.917
H 0.907 2.915 4.371
H 2.996 1.626 1.585
H 1.537 -2.813 0.812
H -0.364 -2.951 -0.493
H 1.628 -0.355 0.418
H -0.067 1.461 4.463
H 0.662 -2.546 2.290
H -0.582 3.265 0.687
H 3.554 3.489 2.827
H -2.371 1.697 1.750
H -0.611 -1.321 -0.192
H 1.811 1.578 6.668
H 1.461 5.139 0.171
H -5.127 3.834 1.210
H 1.964 0.060 4.010
H 2.794 5.809 -0.666
H -4.665 2.249 1.892
H 4.001 0.354 6.378
*
```

Properties
Energy above the lowest of the compared OMol25 structures with the same formula, charge and spin   0.0 kJ/mol
HOMO level   -3.582 eV
Frontier orbital gap   0.2242 Eh
Electronic energy   -5419.23259 a.u.

---

The lowest electronic energy belongs to which entry? C20H36F12KO12PS4